Here is a cluster of 2 separate species, C15H18N2O in total at a distorted geometry from the Open Molecules 2025 dataset. Energies are from ωB97M-V with the def2-TZVPD basis set.

Calculated values
total charge	0
frontier orbital gap	4.225	eV
E	-20871.338	eV
relative energy (zero: lowest compared OMol25 entry of this formula, charge and spin)	4.8368	eV
HOMO level	-0.2574	Ha
maximum force	2.8	eV/A

Cartesian coordinates (Å):
N  -2.15543  1.14872  -1.31549
C  -3.20603  0.82901  -0.49418
N  -4.38945  0.81827  -1.15777
C  -4.09810  1.16798  -2.46100
C  -5.15590  1.31986  -3.48373
O  -6.34989  1.13087  -3.33778
C  -2.69758  1.37861  -2.54300
H  -3.10864  0.60648  0.56178
H  -4.73855  1.65686  -4.47476
H  -2.14746  1.66891  -3.44381
C  0.53342  1.94788  -1.09383
C  0.85344  1.50283  0.25782
C  1.25316  0.25085  0.72848
C  1.82408  0.10682  2.05873
C  2.12760  1.29786  2.92452
C  2.13923  -1.14514  2.55237
C  1.96569  -2.31533  1.79632
C  2.23668  -3.65308  2.41006
C  1.52178  -2.18504  0.46843
C  1.18896  -0.94959  -0.07520
C  0.75954  -0.91878  -1.50601
H  0.55965  3.04279  -1.09596
H  1.21567  1.58967  -1.86717
H  -0.50178  1.69129  -1.40758
H  0.94508  2.31861  0.96962
H  2.43065  0.94460  3.91802
H  2.95528  1.91809  2.55268
H  1.25295  1.94064  3.05183
H  2.52176  -1.23245  3.57994
H  2.06909  -4.44868  1.67729
H  3.26997  -3.71845  2.77907
H  1.57822  -3.82951  3.27347
H  1.41292  -3.09036  -0.14275
H  0.70741  -1.94645  -1.89014
H  -0.23186  -0.46215  -1.60643
H  1.45844  -0.38251  -2.16382